one:
DFT (ωB97M-V with the def2-TZVPD basis set) results for a 2-piece molecular cluster, C3H4S2 overall.

The value obtained for the gap between HOMO and LUMO (spin up / spin down) is 0.2720 / 0.2595 Eh.

CARTESIAN COORDINATES (ANGSTROEM)
C1 -2.33959 -0.71274 0.28727
C2 0.03966 -0.95003 -0.26322
C3 0.88295 0.30654 -0.15230
S1 -3.78441 -0.13818 0.14445
S2 0.38034 -2.48337 0.07423
H1 -2.02348 -1.36193 1.10689
H2 1.96398 0.16098 -0.11885
H3 0.33287 0.90870 0.53407
H4 0.68936 0.91141 -0.98133

two:
DFT (ωB97M-V with the def2-TZVPD basis set) results for C3H4S2 in the gas phase.

The value obtained for the gap between HOMO and LUMO is 0.2543 Eh. Its SMILES is CC(=S)C=S.

CARTESIAN COORDINATES (ANGSTROEM)
C1 -0.77050 -1.00348 0.00495
C2 -0.23689 0.46360 0.03186
S1 -1.32601 1.72431 0.15396
C3 1.18741 0.80381 0.04277
S2 2.70324 -0.01479 -0.00364
H1 0.14681 -1.59184 0.10559
H2 -1.33614 -1.21017 -1.07304
H3 -1.60978 -1.12248 0.69882
H4 1.24185 1.95105 0.03871

three:
DFT (ωB97M-V with the def2-TZVPD basis set) results for C3H4S2 in the gas phase.

The value obtained for the gap between HOMO and LUMO is 0.2572 Eh.

CARTESIAN COORDINATES (ANGSTROEM)
C1 0.63780 2.02734 0.05542
C2 -0.14917 -0.70981 -1.13772
C3 -0.39760 -1.64896 -0.00760
S1 1.06107 2.71444 1.41919
S2 0.44441 0.73672 -1.16602
H1 -0.29950 2.41549 -0.16060
H2 -0.40856 -2.67275 -0.25767
H3 -1.30666 -1.23256 0.45657
H4 0.41821 -1.62991 0.79841

four:
DFT (ωB97M-V with the def2-TZVPD basis set) results for C3H4S2 in the gas phase.

The value obtained for the gap between HOMO and LUMO is 0.3630 Eh. Its SMILES is C#CC(S)S.

CARTESIAN COORDINATES (ANGSTROEM)
C1 -1.83113 0.78610 0.15947
C2 -0.82312 0.13604 0.15838
C3 0.40241 -0.58652 0.21258
S1 1.60825 0.54273 1.40051
S2 1.16916 -0.92903 -1.39834
H1 -2.71732 1.34828 0.17204
H2 0.34185 -1.49248 0.81343
H3 1.84649 1.45002 0.44901
H4 0.00341 -1.25512 -1.96707

Among the structures above, stability is greatest for two.